Molecular formula: C24H34BCl3F2LiN4Na2O6
Method: DFT, ωB97M-V/def2-TZVPD

Geometry as XYZ:
```
77
Properties=species:S:1:pos:R:3
C 3.1626 1.5375 4.6622
N 4.0106 1.8894 3.4277
C 4.2744 0.6151 2.5989
C 3.8311 0.9330 1.0197
C 4.8312 1.8908 0.1069
C 4.4807 2.3028 -1.4635
C 3.0684 1.6638 -2.0713
C 2.0814 0.6852 -1.1973
C 0.6772 0.0831 -1.8309
C 0.2679 0.4846 -3.3677
C 0.5551 -0.4535 -4.7094
C 0.1229 -0.1058 -6.2376
N -0.5634 1.1806 -6.5470
C -0.8107 2.0828 -5.3867
C -0.5037 1.9063 -3.7976
C -0.3288 -0.8833 -0.9087
O -1.5782 -1.3497 -1.5300
B -1.4563 -2.7132 -2.0849
O -0.8935 -3.0337 -3.4397
O -1.9527 -3.9139 -1.3233
N 0.1198 -1.1576 0.5123
C -0.8083 -2.0070 1.4059
C 1.3826 -0.6502 1.1727
C 2.4398 0.3038 0.3594
H 2.9218 2.4959 5.3262
H 2.1368 1.0170 4.3587
H 3.8136 0.7405 5.2605
H 3.3910 2.4677 2.8049
H 5.4238 0.3236 2.6054
H 3.6726 -0.2855 3.0441
H 5.8497 2.3249 0.5437
H 5.1865 3.0026 -2.1132
H 2.7797 1.9482 -3.1738
H 1.1318 -1.4791 -4.5347
H 0.3793 -0.8547 -7.1304
H -1.3279 3.1241 -5.6680
H -0.7695 2.7319 -2.9806
H 0.1000 -3.2126 -3.2905
H -1.2188 -4.6231 -1.3771
H -1.9021 -1.5908 1.1703
H -0.7648 -3.1498 1.1321
H -0.6122 -1.7759 2.5393
H 1.6206 -0.9207 2.3102
O -0.6771 -4.6287 2.9280
H -1.0972 -5.4912 2.7924
H -1.0940 -4.2894 3.7342
Cl 6.7109 3.7318 -2.7620
Na 1.4157 -2.3759 -1.1737
F 2.9061 2.2909 -4.8178
Na 2.5089 3.9003 5.3213
C 4.3822 -0.8207 -7.1252
C 3.7268 -1.9979 -6.4217
N 3.1831 -2.9747 -5.8382
H 5.4228 -0.7262 -6.8031
H 4.3570 -0.9723 -8.2079
H 3.8490 0.1026 -6.8825
C -1.2730 1.7153 3.9697
Cl -0.8531 3.3640 4.4497
Cl -0.5701 0.5316 5.0787
H -2.3604 1.6084 3.9778
H -0.8914 1.5298 2.9627
O -3.9281 0.2309 4.3729
C -5.0503 0.4839 3.9360
O -5.4477 -0.0163 2.7450
C -6.7934 0.0562 2.2385
C -7.0306 1.3699 1.5196
C -5.9587 1.4247 4.6686
H -7.5234 -0.1290 3.0317
H -6.8990 -0.7669 1.5244
H -6.9215 2.2232 2.1947
H -8.0347 1.3961 1.0874
H -6.2978 1.5055 0.7175
H -5.7134 2.4530 4.3905
H -5.7974 1.2948 5.7441
H -7.0167 1.2362 4.4967
F 1.4629 -4.9842 2.2995
Li -0.9184 -5.8510 -0.3467
```

## Properties
**Total charge**: +1
**Relative energy (zero: lowest compared OMol25 entry of this formula, charge and spin)**: 542.39 kcal/mol
**HOMO-LUMO gap**: 3.012 eV
**M**: 682.6 g/mol
**Maximum force**: 0.1910 hartree/bohr
**LUMO energy**: -5.43 eV
**HOMO energy**: -8.443 eV